(1)
Density functional theory data (the ωB97M-V functional and the def2-TZVPD basis) for C55H39BiNO6P2S4Sb as an isolated structure at a distorted geometry.

<S²>: 0.76
E_HOMO (spin up / spin down): -5.14 / -5.15 eV
DFT total energy: -5356.05094 a.u.
Energy above the lowest of the compared OMol25 structures with the same formula, charge and spin: 0.000 eV

The geometry in ORCA input format:
```
! RIJCOSX wB97M-V def2-TZVPD def2/J DEFGRID3
* xyz -1 2
Bi 2.59 2.12 -0.66
O -0.81 0.94 2.67
S -1.09 0.61 1.24
C -2.52 1.63 0.80
C -2.91 2.51 1.77
C -4.10 3.28 1.68
C -4.88 3.12 0.57
C -6.22 3.71 0.20
C -6.51 3.15 -1.23
C -5.36 2.22 -1.52
C -5.07 1.44 -2.61
C -3.86 0.71 -2.61
C -2.97 0.71 -1.55
P -1.26 -0.01 -1.72
C -0.63 1.38 -2.77
C -0.62 1.42 -4.16
C -0.14 2.53 -4.83
C 0.33 3.63 -4.12
C 0.28 3.62 -2.73
C -0.20 2.51 -2.06
C -1.50 -1.38 -2.91
C -0.45 -1.74 -3.74
C -0.57 -2.82 -4.61
C -1.74 -3.56 -4.64
C -2.77 -3.25 -3.77
C -2.65 -2.18 -2.90
C -3.27 1.50 -0.41
C -4.45 2.24 -0.45
C -1.91 -1.01 1.40
C -3.24 -1.11 1.71
C -3.83 -2.29 2.23
C -3.00 -3.35 2.49
C -3.28 -4.70 3.11
C -1.90 -5.42 3.14
C -0.94 -4.42 2.53
C 0.40 -4.48 2.29
C 1.02 -3.37 1.68
C 0.35 -2.22 1.31
P 1.37 -0.88 0.47
C 2.65 -0.85 1.82
C 3.91 -1.43 1.78
C 4.72 -1.43 2.91
C 4.27 -0.85 4.09
C 3.02 -0.26 4.13
C 2.21 -0.25 3.00
C 2.18 -1.88 -0.85
C 1.54 -2.98 -1.42
C 2.14 -3.69 -2.45
C 3.39 -3.31 -2.93
C 4.01 -2.20 -2.39
C 3.41 -1.47 -1.38
C -1.04 -2.12 1.59
C -1.63 -3.25 2.17
H -2.29 2.58 2.66
H -4.37 3.95 2.48
H -6.20 4.80 0.21
H -6.99 3.40 0.91
H -6.56 3.95 -1.97
H -7.47 2.62 -1.27
H -5.73 1.39 -3.47
H -3.61 0.14 -3.50
H -0.99 0.57 -4.73
H -0.12 2.54 -5.91
H 0.73 4.49 -4.64
H 0.63 4.48 -2.17
H -0.25 2.52 -0.97
H 0.47 -1.17 -3.73
H 0.26 -3.07 -5.27
H -1.84 -4.39 -5.34
H -3.68 -3.84 -3.77
H -3.46 -1.95 -2.21
H -3.89 -0.25 1.58
H -4.89 -2.32 2.45
H -4.00 -5.26 2.50
H -3.71 -4.60 4.11
H -1.91 -6.35 2.57
H -1.60 -5.66 4.16
H 0.99 -5.36 2.55
H 2.08 -3.43 1.48
H 4.27 -1.90 0.88
H 5.70 -1.89 2.86
H 4.90 -0.86 4.97
H 2.66 0.20 5.04
H 1.23 0.21 3.05
H 0.56 -3.28 -1.07
H 1.63 -4.55 -2.88
H 3.87 -3.88 -3.71
H 4.98 -1.88 -2.77
H 3.91 -0.58 -1.01
O 4.84 3.20 5.29
C 4.39 2.95 4.03
C 5.20 2.35 3.07
C 4.65 2.11 1.83
N 3.39 2.43 1.55
C 2.62 3.02 2.46
C 3.09 3.31 3.72
C 1.19 3.38 2.02
O 0.52 4.07 2.76
O 0.87 2.89 0.87
C 5.44 1.49 0.69
O 6.55 1.03 0.92
O 4.85 1.54 -0.46
H 5.75 2.88 5.37
H 6.23 2.06 3.25
H 2.45 3.80 4.44
S 4.63 5.27 -4.35
Sb 4.82 3.66 -2.69
S 3.39 1.88 -3.32
S 3.36 4.47 -0.88
*
```

Mulliken population analysis, charges in e, atoms 1 to 5: atom 1 (Bi): 2.289, atom 2 (O): -0.958, atom 3 (S): 1.332, atom 4 (C): -0.944, atom 5 (C): -0.082



(2)
Density functional theory data (the ωB97M-V functional and the def2-TZVPD basis) for C55H42FGeMoNP3S as an isolated structure at a distorted geometry.

<S²>: 2.06
E_HOMO (spin up / spin down): -16.37 / -16.36 eV
DFT total energy: -5842.14046 a.u.

The geometry in ORCA input format:
```
! RIJCOSX wB97M-V def2-TZVPD def2/J DEFGRID3
* xyz 3 3
Mo -0.61 -0.39 -0.40
F 2.74 2.47 2.78
Ge 1.66 1.59 1.70
C 3.09 0.40 0.99
C 4.32 0.68 1.58
C 5.49 0.10 1.12
C 5.47 -0.75 0.03
C 4.27 -1.05 -0.58
C 3.07 -0.51 -0.09
P 1.65 -1.09 -1.04
C 2.05 -0.59 -2.73
C 2.08 -1.48 -3.79
C 2.52 -1.05 -5.03
C 2.92 0.27 -5.21
C 2.87 1.17 -4.15
C 2.44 0.75 -2.91
C 1.59 -2.90 -1.03
C 0.56 -3.50 -1.77
C 0.45 -4.88 -1.82
C 1.36 -5.67 -1.13
C 2.40 -5.07 -0.42
C 2.51 -3.69 -0.35
C 1.12 3.16 0.64
C 1.74 4.33 1.10
C 1.36 5.58 0.63
C 0.31 5.70 -0.26
C -0.31 4.56 -0.73
C 0.12 3.29 -0.33
P -0.79 1.96 -1.15
C -0.52 2.04 -2.94
C -0.72 0.90 -3.73
C -0.60 0.96 -5.11
C -0.26 2.16 -5.72
C -0.03 3.29 -4.94
C -0.16 3.23 -3.56
C -2.50 2.38 -0.82
C -3.40 2.69 -1.84
C -4.67 3.13 -1.50
C -5.04 3.23 -0.17
C -4.14 2.92 0.85
C -2.87 2.49 0.53
C 0.45 1.00 3.17
C 0.71 1.72 4.34
C 0.14 1.35 5.55
C -0.69 0.24 5.62
C -0.99 -0.46 4.47
C -0.45 -0.08 3.24
P -1.01 -1.14 1.90
C -2.81 -1.22 2.02
C -3.51 -0.20 2.67
C -4.88 -0.29 2.82
C -5.57 -1.39 2.32
C -4.89 -2.40 1.66
C -3.52 -2.31 1.49
C -0.26 -2.73 2.37
C 1.13 -2.70 2.48
C 1.80 -3.76 3.06
C 1.09 -4.87 3.51
C -0.29 -4.90 3.41
C -0.98 -3.83 2.84
H 4.38 1.37 2.41
H 6.43 0.34 1.61
H 6.39 -1.18 -0.36
H 4.25 -1.70 -1.44
H 1.81 -2.52 -3.65
H 2.57 -1.74 -5.86
H 3.27 0.60 -6.18
H 3.20 2.20 -4.29
H 2.44 1.44 -2.07
H -0.09 -2.90 -2.38
H -0.34 -5.34 -2.40
H 1.28 -6.75 -1.16
H 3.13 -5.69 0.09
H 3.31 -3.25 0.22
H 2.52 4.27 1.85
H 1.87 6.46 1.01
H -0.02 6.67 -0.59
H -1.16 4.66 -1.39
H -0.99 -0.03 -3.29
H -0.77 0.07 -5.71
H -0.17 2.21 -6.80
H 0.24 4.22 -5.41
H 0.04 4.13 -2.99
H -3.10 2.60 -2.88
H -5.37 3.38 -2.28
H -6.04 3.57 0.08
H -4.44 3.03 1.89
H -2.14 2.32 1.32
H 1.38 2.56 4.32
H 0.37 1.92 6.44
H -1.11 -0.07 6.57
H -1.66 -1.32 4.53
H -2.97 0.64 3.10
H -5.42 0.50 3.35
H -6.65 -1.45 2.45
H -5.43 -3.25 1.26
H -3.00 -3.10 0.96
H 1.69 -1.82 2.18
H 2.88 -3.72 3.18
H 1.61 -5.70 3.97
H -0.85 -5.74 3.79
H -2.06 -3.85 2.84
S -2.15 -1.70 -1.60
C -3.57 -0.86 -1.25
N -4.57 -0.30 -1.08
*
```

Mulliken population analysis, charges in e, atoms 1 to 5: atom 1 (Mo): -1.770, atom 2 (F): -0.518, atom 3 (Ge): 1.454, atom 4 (C): -1.196, atom 5 (C): 0.027



(3)
Density functional theory data (the ωB97M-V functional and the def2-TZVPD basis) for C55H42IrNP3Si as an isolated structure at a distorted geometry.

<S²>: 0.79
E_HOMO (spin up / spin down): -12.83 / -13.20 eV
DFT total energy: -3593.27137 a.u.
Energy above the lowest of the compared OMol25 structures with the same formula, charge and spin: 1.430 eV

The geometry in ORCA input format:
```
! RIJCOSX wB97M-V def2-TZVPD def2/J DEFGRID3
* xyz 2 2
Ir -0.18 -0.61 -0.35
C -6.54 0.60 -2.13
C -6.26 -0.72 -1.83
C -5.09 -1.05 -1.16
C -4.20 -0.04 -0.77
C -4.50 1.29 -1.08
C -5.67 1.61 -1.75
P -2.66 -0.49 0.08
C -2.53 -2.18 -0.56
C -2.15 -2.19 -1.96
C -1.91 -3.40 -2.63
C -1.71 -4.54 -1.92
C -1.66 -4.44 -0.44
C -2.52 -3.33 0.13
C -2.88 -0.65 1.86
C -4.15 -0.64 2.43
C -4.30 -0.78 3.80
C -3.18 -0.90 4.61
C -1.91 -0.89 4.05
C -1.74 -0.75 2.67
Si -0.03 -0.60 1.94
C 0.67 1.08 2.35
C 1.17 1.39 3.62
C 1.61 2.67 3.91
C 1.53 3.68 2.95
C 1.04 3.39 1.69
C 0.65 2.09 1.38
P -0.02 1.67 -0.25
C -1.45 2.80 -0.29
C -2.24 2.86 0.87
C -3.28 3.77 0.95
C -3.55 4.61 -0.12
C -2.78 4.55 -1.27
C -1.72 3.65 -1.35
C 1.07 2.20 -1.59
C 2.27 2.89 -1.41
C 3.06 3.19 -2.51
C 2.66 2.83 -3.79
C 1.46 2.16 -3.97
C 0.67 1.84 -2.88
C 1.28 -1.84 2.38
C 1.33 -2.65 3.51
C 2.43 -3.47 3.74
C 3.50 -3.47 2.86
C 3.47 -2.67 1.72
C 2.34 -1.90 1.46
P 2.22 -0.88 -0.04
C 2.59 -1.87 -1.52
C 2.87 -3.23 -1.50
C 3.05 -3.91 -2.70
C 2.97 -3.24 -3.91
C 2.70 -1.87 -3.93
C 2.51 -1.19 -2.74
C 3.66 0.23 0.10
C 4.77 -0.03 -0.71
C 5.93 0.72 -0.58
C 5.99 1.74 0.35
C 4.90 2.00 1.17
C 3.74 1.25 1.05
H -7.45 0.84 -2.67
H -6.94 -1.51 -2.12
H -4.88 -2.09 -0.94
H -3.82 2.08 -0.80
H -5.89 2.64 -1.99
H -2.29 -1.28 -2.54
H -1.87 -3.42 -3.71
H -1.46 -5.48 -2.40
H -1.76 -5.39 0.06
H -2.84 -3.39 1.17
H -5.03 -0.54 1.80
H -5.29 -0.79 4.24
H -3.29 -1.00 5.68
H -1.05 -0.96 4.70
H 1.23 0.62 4.39
H 2.01 2.90 4.89
H 1.85 4.68 3.19
H 0.96 4.18 0.95
H -2.02 2.23 1.72
H -3.88 3.82 1.85
H -4.36 5.33 -0.06
H -2.98 5.21 -2.10
H -1.11 3.62 -2.25
H 2.60 3.18 -0.43
H 3.99 3.73 -2.37
H 3.28 3.07 -4.64
H 1.14 1.88 -4.97
H -0.26 1.30 -3.03
H 0.51 -2.65 4.23
H 2.46 -4.10 4.63
H 4.37 -4.09 3.06
H 4.31 -2.67 1.04
H 2.94 -3.77 -0.57
H 3.27 -4.97 -2.68
H 3.12 -3.77 -4.84
H 2.66 -1.34 -4.87
H 2.31 -0.13 -2.75
H 4.74 -0.82 -1.45
H 6.78 0.49 -1.20
H 6.90 2.33 0.45
H 4.95 2.79 1.91
H 2.92 1.45 1.71
N -0.26 -3.84 -0.15
C 0.10 -2.73 -0.15
*
```

Mulliken population analysis, charges in e, atoms 1 to 5: atom 1 (Ir): 2.410, atom 2 (C): -0.738, atom 3 (C): -0.763, atom 4 (C): -0.616, atom 5 (C): 0.459



(4)
Density functional theory data (the ωB97M-V functional and the def2-TZVPD basis) for C55H43BCrF7P2SbSi as an isolated structure at a distorted geometry.

<S²>: 6.39
E_HOMO (spin up / spin down): -6.91 / -6.88 eV
DFT total energy: -5102.67715 a.u.
Energy above the lowest of the compared OMol25 structures with the same formula, charge and spin: 0.000 eV

The geometry in ORCA input format:
```
! RIJCOSX wB97M-V def2-TZVPD def2/J DEFGRID3
* xyz 0 5
Cr 0.46 0.32 0.90
C -1.90 0.30 -2.04
Si -0.32 -0.30 -1.28
C -0.46 -2.14 -0.81
C -0.02 -3.19 -1.63
C -0.11 -4.51 -1.23
C -0.68 -4.82 0.00
C -1.15 -3.82 0.82
C -1.02 -2.48 0.46
P -1.63 -0.96 1.32
C -3.42 -0.96 0.80
C -3.83 -1.69 -0.31
C -5.17 -1.74 -0.68
C -6.12 -1.06 0.05
C -5.73 -0.32 1.16
C -4.39 -0.26 1.53
C -1.78 -0.67 3.13
C -1.86 0.71 3.34
C -1.95 1.25 4.62
C -1.94 0.39 5.71
C -1.88 -0.98 5.51
C -1.81 -1.53 4.24
C 0.99 0.14 -2.54
C 0.78 0.04 -3.93
C 1.70 0.53 -4.83
C 2.86 1.16 -4.38
C 3.09 1.27 -3.02
C 2.15 0.78 -2.11
P 2.49 0.81 -0.31
C 3.88 -0.39 -0.38
C 5.22 -0.03 -0.37
C 6.22 -0.97 -0.62
C 5.88 -2.29 -0.90
C 4.54 -2.66 -0.92
C 3.55 -1.72 -0.66
C 3.18 2.43 0.09
C 4.02 2.58 1.20
C 4.45 3.84 1.58
C 4.04 4.96 0.88
C 3.18 4.83 -0.20
C 2.75 3.57 -0.60
H -2.24 -0.41 -2.81
H -1.72 1.27 -2.51
H -2.70 0.42 -1.32
H 0.41 -2.96 -2.60
H 0.25 -5.31 -1.88
H -0.77 -5.86 0.31
H -1.64 -4.10 1.74
H -3.11 -2.24 -0.90
H -5.46 -2.32 -1.55
H -7.17 -1.10 -0.23
H -6.46 0.23 1.74
H -4.12 0.32 2.39
H -1.85 1.40 2.50
H -2.01 2.32 4.74
H -1.97 0.79 6.71
H -1.88 -1.64 6.37
H -1.01 -3.18 3.28
H -0.13 -0.43 -4.30
H 1.52 0.45 -5.90
H 3.59 1.55 -5.08
H 4.00 1.75 -2.66
H 5.51 1.00 -0.19
H 7.26 -0.67 -0.60
H 6.65 -3.02 -1.10
H 4.26 -3.69 -1.14
H 2.51 -2.02 -0.69
H 4.32 1.71 1.78
H 5.10 3.94 2.45
H 4.37 5.95 1.19
H 2.84 5.70 -0.73
H 2.06 3.47 -1.42
F -0.24 2.19 0.74
B -0.99 3.51 0.68
F -0.11 4.45 1.18
F -1.31 3.69 -0.65
F -2.11 3.31 1.50
F 6.58 -4.97 3.75
C 5.52 -4.18 3.46
C 5.75 -2.99 2.80
C 4.66 -2.18 2.50
C 3.36 -2.55 2.88
C 3.18 -3.76 3.55
C 4.26 -4.59 3.85
Sb 1.64 -1.31 2.63
C -1.78 -3.04 4.04
C -1.37 -3.80 5.27
C -2.25 -4.52 6.00
C -3.58 -4.65 5.56
F -4.45 -5.35 6.31
C -4.01 -4.17 4.31
C -3.15 -3.47 3.53
C 2.40 0.45 3.60
C 1.62 1.62 3.55
C 2.04 2.82 4.10
C 3.26 2.84 4.74
F 3.70 4.00 5.27
C 4.06 1.72 4.85
C 3.62 0.52 4.27
H 6.76 -2.71 2.52
H 4.83 -1.25 1.99
H 2.18 -4.07 3.86
H 4.14 -5.53 4.37
H -0.34 -3.72 5.59
H -1.95 -5.03 6.92
H -5.02 -4.40 3.97
H -3.46 -3.14 2.55
H 0.64 1.63 3.07
H 1.44 3.72 4.04
H 5.01 1.78 5.37
H 4.25 -0.36 4.36
*
```

Mulliken population analysis, charges in e, atoms 1 to 5: atom 1 (Cr): -1.143, atom 2 (C): -1.619, atom 3 (Si): 1.225, atom 4 (C): 1.132, atom 5 (C): -0.618